[1]
Formula: C25H53F3IN5O8
Source: OMol25
Level of theory: wB97M-V/def2-TZVPD

Geometry as XYZ:
```
95
Properties=species:S:1:pos:R:3:forces:R:3:mulliken_charge:R:1
C -1.90573 -0.98517 -0.12990 0.0 -0.1 0.0 -1.546
C -0.68035 -0.20962 -0.65062 -0.1 -0.1 0.2 0.437
C -0.07670 0.70802 0.42780 -0.1 -0.1 0.0 1.570
C 0.64132 -0.15232 1.49453 0.1 0.0 0.0 -1.731
C 0.92458 1.71038 -0.17243 0.1 -0.2 0.0 -0.280
O 1.57903 2.50677 0.80285 -0.1 0.0 0.0 -0.519
C 0.85458 3.07359 1.87582 0.0 0.0 0.2 -0.333
C -0.17547 4.14512 1.50519 0.0 0.0 0.0 0.777
O -0.17140 5.06573 2.60341 -0.2 -0.1 0.0 -0.399
O -1.50959 5.59109 2.73022 0.2 0.0 0.1 -0.267
C 0.37757 2.51681 -1.36844 -0.2 -0.2 -0.1 -2.076
I 1.76463 4.12607 -1.84164 0.2 0.0 0.0 -0.031
O -0.93825 2.95750 -1.17169 0.2 0.0 0.0 0.618
C -1.79334 3.01192 -2.29910 -0.2 -0.2 0.0 -0.154
C -3.24094 2.78554 -1.85463 0.1 -0.2 0.0 -0.812
C -3.74398 3.74762 -0.76562 -0.1 0.1 0.0 -0.715
C -3.90162 3.09709 0.61645 -0.2 0.1 -0.1 0.165
N -4.93936 2.07241 0.69897 0.3 -0.1 0.1 -0.489
C -1.63407 4.33473 -3.07027 0.0 -0.4 0.4 0.494
F -1.37999 5.37010 -2.29266 0.1 0.6 0.8 -0.247
F -2.73007 4.62466 -3.75979 -1.0 0.1 -0.5 -0.327
F -0.65473 4.26145 -3.95603 0.8 -0.2 -0.8 -0.269
H -2.42753 -0.43066 0.65807 0.0 0.0 -0.1 0.261
H -2.62386 -1.19659 -0.93042 0.1 0.0 0.1 0.408
H -1.62137 -1.95265 0.29990 0.0 0.2 0.0 0.327
H 0.09630 -0.92359 -0.95358 -0.1 0.2 -0.1 -0.314
H -0.96634 0.36483 -1.53538 0.0 0.0 0.1 0.284
H -0.90538 1.24373 0.91017 0.1 0.1 -0.2 -0.231
H 0.35525 -1.20530 1.40080 0.0 0.1 0.0 0.323
H 1.72836 -0.09885 1.37161 -0.2 0.0 0.0 0.338
H 0.40553 0.16030 2.51507 0.0 0.0 -0.1 0.450
H 1.72240 1.08840 -0.60397 -0.1 0.3 0.1 0.529
H 1.61384 3.56158 2.49782 -0.1 -0.1 -0.1 0.451
H 0.38329 2.29584 2.49075 0.0 0.1 -0.1 0.127
H -1.18835 3.74997 1.40517 0.2 0.0 -0.1 -0.449
H 0.10829 4.66012 0.58159 -0.1 0.0 0.1 0.070
H -1.64404 5.45313 3.68000 0.0 0.0 -0.2 0.304
H 0.44414 1.90107 -2.27283 -0.1 0.0 0.2 1.088
H -1.50750 2.22986 -3.01945 0.0 0.1 0.1 0.522
H -3.30692 1.75074 -1.49190 0.1 0.1 -0.1 0.265
H -3.86183 2.83708 -2.75396 0.1 0.0 0.2 0.425
H -3.08049 4.61777 -0.69393 -0.1 -0.1 0.1 0.454
H -4.73417 4.13458 -1.04318 0.2 0.0 0.0 0.414
H -2.95490 2.64271 0.92373 -0.1 0.0 0.0 -0.420
H -4.16060 3.88354 1.33524 0.1 -0.2 0.0 -0.047
H -4.66788 1.20750 0.25039 -0.1 0.1 -0.1 0.257
H -5.82215 2.39187 0.32032 0.0 0.0 0.0 0.284
C -4.45731 6.72044 5.26566 0.0 0.0 0.0 -0.840
N -4.91719 5.54709 4.55594 0.1 0.0 0.1 -0.154
C -5.91344 5.45382 3.63239 0.0 0.0 -0.1 0.902
C -6.66125 6.72215 3.28569 0.0 0.0 0.0 -1.414
O -6.17364 4.38605 3.10794 0.0 0.0 0.0 -0.638
H -3.40961 6.93279 5.04267 0.0 0.0 0.0 0.245
H -4.56307 6.59736 6.34516 0.0 0.0 0.0 0.322
H -5.04183 7.58530 4.96794 0.0 0.0 0.0 0.304
H -4.45621 4.66813 4.73340 0.0 0.0 0.0 0.237
H -7.40949 6.47060 2.54044 0.0 0.0 0.0 0.314
H -7.15516 7.14235 4.16269 0.0 0.0 0.0 0.392
H -5.98777 7.47732 2.87861 0.0 0.0 0.0 0.355
C 4.30754 -3.53001 -3.05643 0.0 0.0 -0.1 -0.972
N 3.59742 -2.70356 -2.10223 0.2 0.0 0.0 -0.204
C 3.14350 -1.43837 -2.23701 0.0 0.0 -0.1 0.836
C 3.40281 -0.73104 -3.54691 0.0 0.0 0.0 -1.429
O 2.53130 -0.89661 -1.32516 0.0 0.0 0.0 -0.499
H 3.74237 -4.43489 -3.27501 0.0 0.0 0.0 0.287
H 5.26858 -3.84461 -2.65096 0.0 0.0 0.0 0.255
H 4.47778 -2.98897 -3.98276 0.0 0.1 0.0 0.399
H 3.39864 -3.11386 -1.20255 0.2 0.1 0.0 0.365
H 2.97435 0.26479 -3.48176 0.0 0.0 0.0 0.275
H 4.47226 -0.64636 -3.74246 0.0 0.0 0.0 0.392
H 2.94654 -1.26723 -4.37992 0.0 0.0 0.0 0.359
C 7.51446 -8.25247 -1.50518 0.0 0.0 0.0 -0.888
N 6.45176 -7.33727 -1.86300 0.0 0.1 0.0 -0.191
C 5.29536 -7.11053 -1.19535 0.1 -0.1 0.1 0.778
C 5.02404 -7.88035 0.07234 0.0 0.2 -0.2 -0.943
O 4.48230 -6.29698 -1.62801 0.0 0.1 -0.1 -0.637
H 8.45603 -7.72255 -1.35346 0.0 0.0 0.0 0.297
H 7.66245 -9.00514 -2.28101 0.0 0.0 0.0 0.296
H 7.26030 -8.76339 -0.58188 0.0 0.0 0.0 0.323
H 6.55402 -6.79566 -2.70711 0.0 0.0 0.0 0.232
H 4.06918 -7.50731 0.42953 0.0 -0.2 0.2 -0.049
H 4.94928 -8.94878 -0.13337 0.0 0.0 0.0 0.380
H 5.80140 -7.72301 0.82071 0.0 0.0 0.0 0.350
C 0.98876 -4.50804 -1.05716 0.0 0.0 0.1 -0.637
N 1.68787 -5.62554 -0.45849 0.1 0.0 0.0 0.091
C 1.32555 -6.34157 0.63600 0.1 0.1 -0.2 0.934
C 0.06556 -5.93472 1.36280 0.0 -0.1 0.0 -1.312
O 2.01502 -7.27934 1.01310 -0.1 0.0 0.2 -0.679
H 0.72199 -4.72200 -2.09393 0.0 0.0 0.0 0.210
H 1.59634 -3.60117 -1.04175 -0.3 -0.1 0.0 -0.010
H 0.07266 -4.30431 -0.50980 0.0 0.0 0.0 0.329
H 2.57094 -5.91968 -0.86852 0.0 0.0 -0.1 0.082
H -0.06502 -6.60709 2.20515 0.0 0.0 0.0 0.328
H 0.13830 -4.90966 1.72813 0.0 0.0 0.0 0.281
H -0.80589 -6.00258 0.71043 0.0 0.0 0.0 0.362
```
Positions in Å, forces in eV/Å.

Its multiplicity is 1. The structure (SMILES) is CC[C@@H](C)[C@H](OCCOO)[C@H](I)O[C@@H](CCCN)C(F)(F)F.CNC(C)=O.CNC(C)=O.CNC(C)=O.CNC(C)=O. The HOMO energy is -0.322 Ha. The total charge is 0.

---

[2]
Formula: C25H53GeN6OS2SeSi3Ti
Source: OMol25
Level of theory: wB97M-V/def2-TZVPD

Geometry as XYZ:
```
93
Properties=species:S:1:pos:R:3:forces:R:3:lowdin_spin:R:1
Ti 0.24018 -0.68314 0.55261 0.2 0.3 0.2 0.993
O 1.12944 -0.10290 -1.12349 -0.1 -0.1 0.0 0.014
N 1.17562 1.16671 -1.54039 -0.1 0.1 0.0 0.010
C 1.55386 1.35196 -2.82376 0.0 0.0 0.0 0.000
C 1.65566 2.60684 -3.34596 0.0 0.0 -0.1 0.002
C 1.36946 3.69992 -2.51658 0.0 0.0 0.0 0.001
C 0.99820 3.48685 -1.21776 0.0 0.1 0.0 0.001
C 0.88741 2.18662 -0.68868 0.0 -0.2 0.1 0.003
S 0.44508 1.85403 0.91998 0.0 -0.1 0.0 -0.003
H 1.76916 0.43075 -3.34545 0.0 0.0 0.0 0.000
H 1.96843 2.73896 -4.37115 0.0 0.0 0.0 0.000
H 1.44758 4.70922 -2.89834 0.0 0.0 0.0 0.000
H 0.77616 4.30744 -0.55100 0.0 0.0 0.0 0.000
C -1.89022 0.33654 -4.62835 0.0 0.0 0.0 0.000
N -2.04198 0.60246 -3.21296 0.0 0.0 0.0 0.000
C -1.85304 -0.30191 -2.24284 -0.1 -0.2 -0.2 0.000
N -1.52187 -1.54311 -2.58332 0.0 0.3 -0.2 0.000
S -2.10163 0.18341 -0.62768 0.1 0.0 0.2 0.001
H -2.02893 1.26537 -5.17407 0.0 0.0 0.0 0.000
H -2.62700 -0.38765 -4.98334 0.0 0.0 0.0 0.000
H -0.88701 -0.03444 -4.85352 0.0 0.0 0.0 0.000
H -2.32365 1.51576 -2.89780 0.0 0.0 0.0 0.000
H -1.22111 -1.75005 -3.52173 0.0 0.0 0.0 0.000
H -1.18648 -2.16663 -1.84028 0.0 -0.1 0.0 0.000
Se 0.00963 -3.14752 -0.18433 0.1 -0.1 0.3 -0.004
C 1.45418 -3.55587 -1.36926 0.0 0.0 -0.1 0.007
C 1.37367 -4.70987 -2.14799 0.0 0.0 0.0 -0.001
C 2.41202 -5.01862 -3.01217 0.0 0.0 0.0 0.000
N 3.51022 -4.27712 -3.15283 0.0 0.0 0.0 -0.001
C 3.58678 -3.18566 -2.39527 0.0 0.0 0.0 0.000
C 2.60317 -2.78363 -1.50295 0.0 0.0 0.0 0.002
H 0.51224 -5.36189 -2.08034 0.0 0.0 0.0 0.000
H 2.35747 -5.91364 -3.62382 0.0 0.0 0.0 0.000
H 4.49049 -2.59204 -2.49920 0.0 0.0 0.0 0.000
H 2.73770 -1.88085 -0.92106 0.0 0.0 0.0 0.002
C 2.57730 0.17834 5.82734 0.0 0.0 -0.1 -0.001
Si 1.87861 0.73975 4.16081 0.0 0.1 0.0 -0.004
C 0.02507 1.01910 4.47915 0.1 0.0 0.0 0.001
C 2.64947 2.43307 3.83448 0.0 -0.1 0.0 0.000
Ge 2.24454 -0.81690 2.36358 0.0 -0.1 0.0 -0.025
Si 4.37167 -0.26866 1.39721 0.0 0.0 0.0 -0.005
C 5.24390 -1.82920 0.77516 0.0 0.0 0.0 0.000
C 4.17426 0.88778 -0.08769 0.0 -0.1 0.1 0.000
C 5.58242 0.57442 2.58008 -0.1 0.0 0.0 -0.002
Si 2.64767 -2.89728 3.48922 0.0 -0.1 0.0 -0.005
C 2.47225 -4.40832 2.37636 0.0 0.1 0.1 0.000
C 1.43064 -3.13092 4.93455 0.0 0.0 0.0 0.000
C 4.37231 -2.99792 4.26169 0.0 0.0 0.0 -0.002
H 2.61909 1.03970 6.50150 0.0 0.0 0.0 0.000
H 3.59048 -0.21879 5.73392 0.0 0.0 0.0 0.000
H 1.95932 -0.58638 6.30072 0.0 0.0 0.0 0.000
H -0.10434 1.85730 5.17051 0.0 0.0 0.0 0.000
H -0.42460 0.14082 4.95479 0.0 0.0 -0.1 0.000
H -0.53869 1.26178 3.57509 0.0 0.0 0.0 0.000
H 2.23088 3.16806 4.52912 0.0 0.0 0.0 0.000
H 2.48047 2.78996 2.81798 0.0 0.0 0.0 0.000
H 3.72606 2.39037 4.01000 0.0 0.0 0.0 0.000
H 4.55446 -2.58159 0.38751 0.0 0.0 0.0 0.000
H 5.82434 -2.28923 1.57696 0.0 0.0 0.0 0.000
H 5.94252 -1.56974 -0.02666 0.0 0.0 0.0 0.000
H 3.68583 0.37090 -0.91809 0.0 0.0 0.0 0.000
H 5.15834 1.22426 -0.42801 0.0 0.0 0.0 0.000
H 3.57997 1.76990 0.16504 0.0 0.0 0.0 0.000
H 5.58871 0.10813 3.56782 0.0 0.0 0.0 0.000
H 5.35021 1.63297 2.70641 0.0 0.0 0.0 0.000
H 6.59445 0.50088 2.17006 0.0 0.0 0.0 0.000
H 1.44891 -4.53744 2.02117 0.0 0.0 0.0 0.000
H 2.75777 -5.29923 2.94580 0.0 0.0 0.0 0.000
H 3.11845 -4.35012 1.49694 0.0 0.0 0.0 0.000
H 0.48253 -2.60134 4.81151 0.0 0.0 0.0 0.000
H 1.87467 -2.76995 5.86468 0.0 0.0 0.0 0.000
H 1.20375 -4.19319 5.06421 0.0 0.0 0.0 0.000
H 5.11708 -3.30289 3.52452 0.0 0.0 0.0 0.000
H 4.37011 -3.74645 5.06010 0.0 0.0 0.0 0.000
H 4.69665 -2.04945 4.69482 0.0 0.0 0.0 0.000
C -3.67574 -1.41754 3.73693 0.0 0.0 0.0 0.000
C -3.13433 -2.59117 2.91279 0.0 0.0 0.0 0.000
C -4.27649 -3.26942 2.16181 0.0 0.0 0.0 0.000
C -2.43557 -3.60111 3.81706 0.0 0.0 0.0 0.000
N -2.19480 -2.16210 1.85993 -0.1 0.1 0.1 0.003
N -1.12286 -1.31996 2.29421 -0.1 0.1 -0.2 0.011
H -4.49453 -1.75108 4.37628 0.0 0.0 0.0 0.000
H -4.06039 -0.62934 3.08372 0.0 0.0 0.0 0.000
H -2.91435 -0.98700 4.39200 0.0 0.0 0.0 0.000
H -4.95658 -3.75546 2.86184 0.0 0.0 0.0 0.000
H -3.87888 -4.02062 1.47806 0.0 0.0 0.0 0.000
H -4.84988 -2.54101 1.58213 0.0 0.0 0.0 0.000
H -3.14578 -4.02079 4.53149 0.0 0.0 0.0 0.000
H -1.63284 -3.14181 4.39688 0.0 0.0 0.0 0.000
H -2.01280 -4.41108 3.22095 0.0 0.0 0.0 0.000
H -2.69564 -1.63033 1.15180 0.1 -0.1 -0.1 0.000
H -1.45603 -0.53274 2.85383 0.0 -0.1 0.0 0.003
H -0.50604 -1.86499 2.89360 0.0 0.0 -0.1 0.001
```
Positions in Å, forces in eV/Å.

Its multiplicity is 2. As for the relative energy (zero: lowest compared OMol25 entry of this formula, charge and spin): 6.8 kcal/mol. The expectation value of S² is 0.761. The HOMO energy (spin up / spin down) is -0.264 / -0.261 Ha. The total charge is 0.

---

[3]
Formula: C25H53N4O8
Source: OMol25
Level of theory: wB97M-V/def2-TZVPD

Geometry as XYZ:
```
90
Properties=species:S:1:pos:R:3:forces:R:3:mulliken_charge:R:1
C 2.01743 0.82959 3.21826 0.2 -0.6 0.0 -1.084
C 2.28160 0.82129 1.70304 -0.1 -0.1 0.2 0.586
C 2.53074 2.22665 1.12453 0.3 -0.6 -0.2 -0.049
C 1.84838 2.53378 -0.21815 0.0 0.3 0.0 -0.582
C 1.11817 3.90050 -0.29797 -0.1 0.0 -0.3 -0.952
N 1.01023 4.63185 0.98966 -0.5 -0.5 -0.4 -0.160
C 0.15410 4.13950 1.94620 0.1 -0.3 0.1 -0.096
N 0.51512 4.26794 3.18156 -0.3 0.6 -0.1 0.039
N -1.06699 3.51317 1.57252 -0.6 0.3 1.3 -0.408
N -0.93833 2.10466 1.91363 0.9 -0.2 -1.4 0.027
C -1.84059 1.35588 1.41016 -0.3 0.2 0.0 0.501
C -3.22670 1.80403 1.04984 0.2 0.4 -0.2 -1.184
C -1.51020 -0.08749 1.16612 -0.4 -0.2 1.0 -0.686
H 1.74704 1.82413 3.57280 0.1 -0.1 0.1 0.109
H 2.87714 0.44056 3.76834 0.1 0.3 0.1 0.401
H 1.20458 0.14839 3.47828 -0.1 0.1 0.0 0.305
H 1.43801 0.31323 1.23672 0.0 0.3 -0.3 -0.327
H 3.15197 0.20379 1.48097 -0.1 -0.1 0.0 -0.041
H 3.61071 2.28151 0.97454 0.0 0.4 0.1 0.534
H 2.28663 2.97946 1.86582 0.1 -0.1 0.0 -0.164
H 1.17104 1.72903 -0.50710 -0.2 0.1 0.2 0.387
H 2.60227 2.56417 -1.00586 0.0 -0.1 0.0 0.347
H 0.13841 3.79290 -0.76996 0.0 -0.1 0.1 0.273
H 1.68609 4.56643 -0.94497 0.0 0.1 0.1 0.472
H 0.68740 5.58044 0.80101 0.6 0.2 0.3 0.348
H -0.15887 4.30892 3.93492 0.0 -0.7 0.0 0.278
H 1.52305 4.37571 3.43161 0.1 0.6 0.1 0.257
H -1.77833 3.92549 2.18645 -0.1 0.1 -0.3 0.384
H -3.93061 1.25418 1.67824 0.0 -0.1 -0.1 0.338
H -3.38156 2.86633 1.22356 0.0 0.0 0.0 0.346
H -3.46044 1.60537 0.00346 0.0 -0.1 0.0 0.323
H -1.66080 -0.67294 2.07918 0.0 0.0 0.0 0.334
H -0.47168 -0.20326 0.87785 0.0 0.0 -0.1 0.174
H -2.19386 -0.50080 0.42718 0.1 0.0 -0.1 0.108
O 4.70150 -1.81742 0.95674 0.0 0.1 0.0 -0.577
C 4.67468 -1.88264 -0.24220 -0.2 -0.1 0.0 0.887
O 4.72100 -0.73229 -0.95056 0.1 0.1 0.1 -0.378
C 4.88836 -0.70639 -2.37449 0.0 0.0 -0.1 -0.475
C 3.56890 -0.83011 -3.10629 -0.1 0.0 0.1 -0.833
C 4.49891 -3.19753 -0.96318 0.3 0.0 -0.1 -1.092
H 5.60552 -1.46381 -2.69080 0.0 0.0 0.0 0.420
H 5.34292 0.26175 -2.57894 0.0 0.0 0.1 0.339
H 3.08825 -1.78842 -2.91006 0.0 0.0 0.0 0.260
H 3.72320 -0.73954 -4.18158 0.0 0.0 0.0 0.383
H 2.88544 -0.04392 -2.78332 0.0 0.0 0.0 0.150
H 3.43318 -3.40965 -1.04659 0.0 0.0 0.0 0.255
H 4.96351 -3.97167 -0.35873 -0.1 0.0 0.1 0.331
H 4.94690 -3.23084 -1.95249 -0.1 0.0 0.0 0.340
O 3.10550 4.32464 3.86889 0.1 0.0 0.1 -0.741
C 3.62352 3.96057 4.90886 0.1 0.1 0.2 0.888
O 2.88307 3.97925 6.01373 -0.2 -0.1 -0.2 -0.376
C 3.30393 3.37234 7.25502 0.1 0.0 0.3 -0.426
C 4.14857 4.30918 8.08817 0.0 0.1 -0.2 -1.006
C 5.06868 3.56068 4.96995 -0.1 -0.3 -0.2 -1.204
H 3.80224 2.42325 7.06137 0.0 0.0 -0.1 0.358
H 2.37427 3.14128 7.77029 0.0 0.0 -0.1 0.342
H 5.08178 4.56550 7.58697 0.0 -0.1 0.0 0.281
H 4.39017 3.84293 9.04263 0.0 0.0 0.0 0.376
H 3.60888 5.23659 8.27807 0.0 0.0 0.0 0.312
H 5.66990 4.45449 5.13708 0.0 0.0 0.0 0.338
H 5.33964 3.13065 4.00897 0.0 0.1 0.0 0.307
H 5.28986 2.82936 5.74093 0.0 0.1 0.1 0.389
O -2.35121 -5.38372 -1.66232 -0.1 0.0 0.0 -0.600
C -3.13526 -4.50881 -1.41574 0.0 0.1 -0.3 0.726
O -4.45309 -4.78552 -1.45853 0.0 -0.2 0.2 -0.390
C -5.45884 -3.88835 -0.97611 -0.1 0.1 0.0 -0.436
C -5.86664 -2.86998 -2.01876 0.0 0.0 0.0 -0.806
C -2.68241 -3.09498 -1.14225 0.0 0.0 0.4 -0.760
H -5.14149 -3.41543 -0.04433 0.1 0.0 0.0 0.331
H -6.29913 -4.53484 -0.72734 0.0 0.0 0.0 0.357
H -5.03590 -2.22319 -2.29379 0.0 0.0 0.0 0.231
H -6.68735 -2.25293 -1.64892 0.0 0.0 0.0 0.417
H -6.19212 -3.37811 -2.92514 0.0 0.0 0.0 0.151
H -2.58436 -2.58573 -2.10060 -0.1 0.0 0.0 0.283
H -1.71043 -3.14272 -0.65584 0.1 -0.1 -0.1 0.437
H -3.35315 -2.53399 -0.49417 -0.1 0.0 -0.1 0.110
O -3.77185 -3.28436 -4.22979 0.1 0.2 -0.1 -0.475
C -4.12188 -3.73624 -5.28897 -0.2 -0.1 0.1 0.632
O -4.25475 -2.89663 -6.33161 0.2 0.0 0.0 -0.366
C -4.47991 -3.35667 -7.67208 -0.1 0.0 -0.1 -0.426
C -5.94891 -3.57720 -7.96103 0.0 0.0 0.1 -0.961
C -4.49003 -5.19170 -5.43604 0.3 -0.1 -0.1 -0.977
H -3.88272 -4.24544 -7.87702 0.0 0.0 0.0 0.367
H -4.08790 -2.56070 -8.30274 0.0 0.0 0.1 0.307
H -6.36796 -4.36394 -7.33364 0.0 0.0 0.0 0.273
H -6.08899 -3.86061 -9.00419 0.0 0.0 0.0 0.354
H -6.51100 -2.66370 -7.76766 0.0 0.0 0.0 0.295
H -5.54074 -5.31086 -5.17049 0.0 0.0 0.0 0.259
H -3.88770 -5.75928 -4.73080 -0.1 0.0 0.1 0.318
H -4.32769 -5.59695 -6.43096 -0.1 0.0 0.0 0.361
```
Positions in Å, forces in eV/Å.

Its multiplicity is 1. As for the relative energy (zero: lowest compared OMol25 entry of this formula, charge and spin): 0.0 kcal/mol. The HOMO energy is -0.418 Ha. The total charge is +1.